A structure of composition C4H8IO8S2Ti at a distorted geometry. Source: the Open Molecules 2025 dataset; level of theory: the ωB97M-V functional and the def2-TZVPD basis.

Output
HOMO-LUMO gap (alpha / beta) in eV: 5.747 / 7.876
LUMO (alpha / beta) in eV: 0.0 / -0.1
E_HOMO (alpha / beta) in Ha: -0.2107 / -0.2929
Energy relative to the best compared isomer or geometry (same formula, charge and spin) in kJ/mol: 131.7

Geometry as ORCA input:
```
! wB97M-V def2-TZVPD RIJCOSX def2/J DEFGRID3
* xyz 0 4
Ti 2.4336 0.7201 1.0152
I 3.7345 -1.6818 1.9949
C -0.0759 3.3952 -3.5948
C -0.9169 2.1899 -3.5480
O 0.0306 1.1723 -3.4491
S 1.3955 1.5256 -2.5284
O 2.6465 1.2199 -3.1988
O 1.2947 1.0853 -1.1382
O 0.9667 3.1367 -2.6961
H -0.6278 4.2636 -3.2351
H 0.3615 3.5938 -4.5732
H -1.5388 2.1556 -4.4425
H -1.4950 2.1791 -2.6239
C -0.8188 -3.4030 2.5975
C -0.4046 -2.7225 3.8829
O -0.8267 -1.4106 3.9255
S -1.0405 -0.8593 2.3758
O 0.1406 -0.1594 1.8402
O -2.2452 -0.0559 2.2349
O -1.2033 -2.3986 1.7352
H -1.6741 -4.0768 2.6469
H -0.0313 -3.9727 2.1041
H 0.6809 -2.6340 3.9256
H -0.7863 -3.2624 4.7495
*
```

***

An isolated molecule of C19H34N4O5S at a distorted geometry. Source: the Open Molecules 2025 dataset; level of theory: the ωB97M-V functional and the def2-TZVPD basis.

Output
HOMO-LUMO gap in eV: 9.174
LUMO in eV: 0.7
E_HOMO in Ha: -0.3102
Energy relative to the best compared isomer or geometry (same formula, charge and spin) in kJ/mol: 14.7

Geometry as ORCA input:
```
! wB97M-V def2-TZVPD RIJCOSX def2/J DEFGRID3
* xyz 0 1
O -4.4318 -2.3042 -0.5424
C -3.2856 -1.9066 -0.5970
N -2.8684 -0.9384 -1.4388
H -1.9269 -0.5812 -1.3369
C -3.7980 -0.0417 -2.0793
C -3.6577 1.3655 -1.4837
N -3.6574 1.2967 -0.0325
C -4.9781 1.1294 0.5520
C -5.5781 2.5449 0.7103
H -6.1599 2.6221 1.6267
H -6.2373 2.7784 -0.1257
C -4.3507 3.4699 0.7220
H -4.2931 4.0707 1.6274
H -4.3628 4.1466 -0.1328
C -3.1582 2.4956 0.6172
H -2.3078 2.9127 0.0795
H -2.8236 2.2090 1.6188
H -5.5960 0.4669 -0.0494
H -4.8446 0.6688 1.5347
H -2.6896 1.7711 -1.7912
H -4.4496 2.0126 -1.8932
H -3.6057 -0.0036 -3.1567
H -4.7966 -0.4517 -1.9139
C -2.1743 -2.4662 0.2954
C -1.8218 -1.3603 1.3057
C -0.5344 -1.6741 2.0591
N 0.5538 -1.9348 1.1331
S 1.0508 -0.5756 0.2997
O 1.1793 0.4756 1.2626
O 0.2598 -0.2880 -0.8667
N 2.5165 -1.1631 -0.2370
C 3.4988 -1.3241 0.8139
C 4.1923 -0.0118 1.1792
H 3.4713 0.6839 1.6064
H 4.9865 -0.1969 1.9033
C 4.7926 0.6331 -0.0773
O 5.8279 -0.1755 -0.6263
C 7.0569 0.4949 -0.4586
H 7.5532 0.1580 0.4615
C 6.6356 1.9610 -0.3484
H 6.5439 2.4209 -1.3418
O 5.3761 1.8730 0.2776
H 7.2893 2.5641 0.2806
H 7.6892 0.2799 -1.3204
C 3.6887 0.8126 -1.1320
C 3.0440 -0.5392 -1.4322
H 2.2093 -0.4233 -2.1236
H 3.7901 -1.2152 -1.8597
H 2.9431 1.4997 -0.7306
H 4.1180 1.2346 -2.0415
H 2.9712 -1.7313 1.6765
H 4.2419 -2.0456 0.4609
C 0.2922 -3.0931 0.3019
C -0.9758 -2.9417 -0.5394
H -0.7624 -2.2310 -1.3346
H -1.2200 -3.9004 -1.0006
H 0.2143 -3.9551 0.9719
H 1.1624 -3.2226 -0.3431
H -0.6467 -2.5583 2.6936
H -0.2326 -0.8250 2.6729
H -1.6867 -0.4074 0.7921
H -2.6495 -1.2457 2.0072
H -2.5872 -3.3195 0.8438
*
```

***

A structure of composition C25H48N3O4PdS2Si2 at a distorted geometry. Source: the Open Molecules 2025 dataset; level of theory: the ωB97M-V functional and the def2-TZVPD basis.

Output
HOMO-LUMO gap (alpha / beta) in eV: 5.408 / 5.409
LUMO (alpha / beta) in eV: -5.7 / -5.7
E_HOMO (alpha / beta) in Ha: -0.4078 / -0.4078
Energy relative to the best compared isomer or geometry (same formula, charge and spin) in kJ/mol: 400.1

Geometry as ORCA input:
```
! wB97M-V def2-TZVPD RIJCOSX def2/J DEFGRID3
* xyz 1 1
Pd -0.5747 0.4482 -0.3112
C -3.0229 1.1591 -6.5043
C -2.7738 0.4634 -5.1912
C -2.1219 -0.7748 -5.1574
C -1.8821 -1.4256 -3.9658
C -2.2731 -0.8142 -2.7738
C -2.9428 0.4039 -2.7771
C -3.1875 1.0288 -3.9893
S -2.0523 -1.6384 -1.2511
O -2.6224 -2.9423 -1.3253
O -2.5108 -0.6980 -0.2008
N -0.4524 -1.6929 -0.8263
C 0.4176 -2.1852 -1.7395
C 1.1780 -0.7851 -2.7538
O 1.7239 -1.3000 -3.6710
O 0.9381 0.2747 -2.2045
H -3.3630 0.4544 -7.2644
H -2.1023 1.6171 -6.8770
H -3.7746 1.9425 -6.4069
H -1.8097 -1.2420 -6.0843
H -1.4167 -2.4024 -3.9807
H -3.2752 0.8481 -1.8491
H -3.7299 1.9701 -4.0006
H 0.0163 -2.8584 -2.4861
H 1.3477 -2.5400 -1.3084
C -0.8468 3.0489 2.7135
Si -1.3870 1.2908 2.7903
C -3.1732 1.0376 2.3835
C -1.1177 0.6874 4.5161
C -0.3030 0.1547 1.7091
Si 1.6107 0.1985 1.8521
C 2.3360 -1.4137 1.3741
C 2.2386 1.5725 0.7815
C 2.0383 0.5007 3.6167
H -1.5694 3.6763 3.2454
H -0.7400 3.4327 1.6991
H 0.1181 3.1569 3.2259
H -3.7680 1.9274 2.6163
H -3.5603 0.2147 2.9944
H -3.3411 0.7691 1.3404
H -1.8189 1.2472 5.1479
H -0.1090 0.8786 4.8788
H -1.3381 -0.3789 4.6320
H -0.7241 -0.8566 1.7294
H 2.0053 -1.7302 0.3948
H 2.0339 -2.1818 2.0947
H 3.4302 -1.3650 1.3693
H 1.9028 1.5111 -0.2581
H 3.3344 1.5547 0.7500
H 1.9193 2.5426 1.1815
H 1.5156 -0.1775 4.2944
H 1.8481 1.5291 3.9361
H 3.1128 0.3047 3.7042
C 0.0361 6.5184 -2.8327
C -0.9250 6.8211 -3.9819
C -1.4907 5.6203 -4.7345
C -2.3268 4.6626 -3.9020
N -1.4820 3.8465 -3.0256
C -1.7792 3.4278 -1.7967
S -0.4367 2.8349 -0.8897
N -3.0386 3.5322 -1.3878
C -3.5245 3.3611 -0.0123
C -3.5652 4.6630 0.7802
C -4.7002 5.6247 0.4217
C -4.5652 6.3235 -0.9354
H 0.5171 7.4345 -2.4871
H 0.8332 5.8340 -3.1428
H -0.4654 6.0738 -1.9678
H -0.4107 7.4451 -4.7145
H -1.7626 7.4192 -3.6082
H -0.6834 5.0569 -5.2213
H -2.1355 5.9819 -5.5378
H -2.9110 4.0064 -4.5534
H -3.0251 5.2404 -3.2910
H -0.5304 3.6733 -3.3118
H -3.6920 3.9271 -2.0431
H -2.8768 2.6410 0.4650
H -4.5193 2.9181 -0.0795
H -2.5950 5.1608 0.6678
H -3.6573 4.3962 1.8366
H -4.7522 6.3861 1.2020
H -5.6543 5.0871 0.4633
H -3.5441 6.6873 -1.0970
H -5.2345 7.1821 -1.0018
H -4.8315 5.6716 -1.7752
*
```

***

A structure of composition C48H64FN2SbSeSiW at a distorted geometry. Source: the Open Molecules 2025 dataset; level of theory: the ωB97M-V functional and the def2-TZVPD basis.

Output
HOMO-LUMO gap (alpha / beta) in eV: 6.507 / 6.258
LUMO (alpha / beta) in eV: -0.9 / -0.9
E_HOMO (alpha / beta) in Ha: -0.2716 / -0.2617

Geometry as ORCA input:
```
! wB97M-V def2-TZVPD RIJCOSX def2/J DEFGRID3
* xyz 0 1
W 0.1287 0.1011 0.9566
C -1.9857 -1.0141 0.9127
C -2.4070 -0.0851 1.9364
C -1.5291 -0.2459 3.0474
C -0.5666 -1.2643 2.6638
C -0.9233 -1.8433 1.3863
C -0.6659 -3.2851 0.9410
C 0.5516 -3.3684 0.0171
C -0.4248 -4.1723 2.1687
C -1.8880 -3.8246 0.1838
C -1.4772 0.3298 4.4735
C -0.3741 -0.3680 5.2900
C -1.1133 1.8227 4.5020
C -2.7863 0.0780 5.2367
C -3.7513 0.6183 1.7395
C -3.8295 2.0182 2.3510
C -4.8501 -0.2713 2.3498
C -4.0692 0.7682 0.2395
H -2.5730 -1.2339 0.0336
H 0.0162 -1.8201 3.3870
H 1.4716 -3.1459 0.5568
H 0.4478 -2.6550 -0.7996
H 0.6438 -4.3603 -0.4207
H 0.4953 -3.8962 2.6789
H -0.3301 -5.2079 1.8502
H -1.2570 -4.0937 2.8650
H -1.9999 -3.3344 -0.7797
H -2.7969 -3.6856 0.7645
H -1.7568 -4.8886 0.0014
H 0.5949 -0.2555 4.8106
H -0.5906 -1.4234 5.4342
H -0.3124 0.0914 6.2744
H -0.1007 1.9629 4.1275
H -1.1456 2.1869 5.5271
H -1.7854 2.4345 3.9142
H -3.0710 -0.9676 5.1537
H -3.6014 0.6970 4.8819
H -2.6397 0.3040 6.2905
H -3.7125 1.9909 3.4273
H -4.8012 2.4547 2.1297
H -3.0646 2.6609 1.9224
H -4.7530 -0.3356 3.4278
H -4.8032 -1.2779 1.9388
H -5.8265 0.1468 2.1134
H -3.2212 1.1622 -0.3142
H -4.9023 1.4550 0.1142
H -4.3730 -0.1774 -0.2023
Se 4.2301 -1.4832 -0.9562
C 2.7257 -0.8705 -0.4281
N 1.6412 -0.5346 -0.0418
F -0.9486 1.3409 -0.1513
C 2.8089 -1.2454 2.9151
Si 3.0359 0.6549 2.7664
C 4.5809 1.0304 1.6915
C 3.3118 1.3395 4.5384
N 1.5512 1.2618 2.0897
C 1.3520 2.6293 2.0151
C 2.3752 3.5786 2.1417
C 2.1200 4.9271 1.9908
C 0.8466 5.3794 1.6895
C -0.1840 4.4616 1.5769
C 0.0567 3.1168 1.7709
H 2.4992 -1.5635 3.9070
H 3.7505 -1.7400 2.7049
H 2.0775 -1.6118 2.1899
H 5.1299 0.1277 1.4436
H 5.2680 1.7009 2.1987
H 4.2954 1.4911 0.7493
H 4.2211 0.9349 4.9687
H 2.4956 1.0781 5.2046
H 3.3998 2.4208 4.5438
H 3.3817 3.2484 2.3320
H 2.9374 5.6265 2.1021
H 0.6602 6.4318 1.5448
H -1.1832 4.8000 1.3376
H -0.7717 2.4041 1.7493
C -2.0066 2.2366 -4.3676
C -1.2935 1.3374 -5.3328
C -1.4705 1.5088 -6.7006
C -0.8359 0.6880 -7.6164
C -0.0343 -0.3427 -7.1636
C 0.1407 -0.5208 -5.8028
C -0.4561 0.3214 -4.8794
Sb -0.0248 0.0047 -2.7482
C 0.2219 -2.1188 -3.1954
C 1.4549 -2.7507 -3.1515
C 1.5702 -4.1128 -3.3697
C 0.4373 -4.8594 -3.6279
C -0.7942 -4.2333 -3.6948
C -0.9213 -2.8663 -3.4866
C -2.2669 -2.2145 -3.6144
C 2.0228 0.7263 -3.0132
C 2.8830 0.1679 -3.9470
C 4.1967 0.5960 -4.0430
C 4.6603 1.5923 -3.2035
C 3.7962 2.1769 -2.2975
C 2.4750 1.7619 -2.1970
C 1.5778 2.4322 -1.2085
H -2.6903 2.9038 -4.8866
H -1.2867 2.8394 -3.8145
H -2.5758 1.6441 -3.6513
H -2.1130 2.3033 -7.0577
H -0.9740 0.8466 -8.6776
H 0.4552 -1.0075 -7.8627
H 0.7397 -1.3503 -5.4584
H 2.3455 -2.1814 -2.9299
H 2.5393 -4.5867 -3.3218
H 0.5071 -5.9266 -3.7826
H -1.6767 -4.8202 -3.9078
H -3.0571 -2.9526 -3.7294
H -2.2787 -1.5662 -4.4912
H -2.4857 -1.5862 -2.7480
H 2.5372 -0.6106 -4.6109
H 4.8595 0.1411 -4.7655
H 5.6868 1.9225 -3.2613
H 4.1454 2.9667 -1.6478
H 2.0455 3.3261 -0.7998
H 1.3721 1.7429 -0.3671
H 0.6222 2.7085 -1.6555
*
```